{
  "formula": "C15H25ClNO8PS2",
  "method": "the ωB97M-V functional and the def2-TZVPD basis",
  "elements": ["H", "H", "H", "H", "H", "O", "H", "H", "O", "C", "O", "H", "C", "H", "C", "S", "H", "H", "C", "O", "P", "N", "H", "S", "H", "H", "H", "H", "H", "C", "C", "O", "H", "C", "C", "C", "C", "Cl", "H", "C", "H", "H", "H", "H", "O", "C", "O", "H", "C", "O", "H", "C", "C"],
  "xyz": [[1.286, -5.273, 0.534], [-2.533, 4.114, -1.470], [-2.957, -3.441, 0.649], [1.155, -0.143, 1.642], [-4.010, 5.544, 0.238], [-1.079, -0.637, -0.892], [-5.333, 3.024, -0.907], [-3.969, 3.081, 0.224], [-0.679, 0.992, -2.739], [-4.134, 4.708, -2.792], [-4.533, 7.126, -1.798], [4.334, -3.226, -0.340], [1.808, -2.178, 1.840], [0.119, -1.141, 2.468], [1.678, 0.011, -1.477], [-0.139, 0.535, -1.333], [2.025, 0.066, 4.646], [1.273, -4.463, -1.168], [2.676, -4.064, 2.837], [3.091, -4.106, 1.417], [3.263, -1.350, 2.837], [0.750, -1.122, 1.611], [3.630, -0.663, 5.323], [-5.142, 5.811, -1.814], [0.714, -2.071, -2.133], [4.699, 0.164, 1.852], [2.716, -3.446, -2.463], [2.132, -1.799, 5.163], [2.272, 0.877, -2.029], [-4.444, 3.596, -0.615], [-4.838, 5.019, -0.247], [3.326, -4.622, 3.865], [-4.785, 4.197, -3.506], [2.243, -3.179, 0.594], [3.383, -2.506, -0.380], [1.143, -4.226, -0.022], [-1.782, -3.486, 0.497], [-0.451, 2.080, 0.056], [3.877, -1.965, -2.580], [2.699, -0.918, 4.624], [-3.376, 5.287, -3.327], [-5.732, 5.069, 0.377], [1.730, -1.162, -3.436], [3.782, -1.455, -0.005], [1.432, -3.265, 2.804], [-0.425, -3.804, 0.202], [3.714, 0.164, 2.051], [2.092, -0.025, -0.382], [1.680, -1.422, -2.272], [-6.530, 5.604, -2.171], [-3.315, 2.756, -2.285], [-3.500, 3.724, -1.810], [2.964, -2.392, -1.960]],
  "lowdin_charge": [0.15, 0.11, 0.06, 0.05, 0.11, -0.44, 0.12, 0.11, -0.43, -0.23, -0.33, 0.15, -0.48, 0.12, -0.24, 0.48, 0.06, 0.12, -0.31, -0.08, 0.99, 0.06, 0.07, 0.67, 0.12, 0.07, 0.12, 0.07, 0.14, -0.23, -0.24, 0.03, 0.11, -0.28, -0.10, -0.08, 0.06, 0.31, 0.12, -0.28, 0.11, 0.11, 0.14, 0.11, -0.05, -0.08, -0.38, 0.07, -0.21, -0.32, 0.12, -0.23, -0.20],
  "total_energy_ha": -2840.7238,
  "homo_ev": -8.613,
  "gap_ev": 7.28,
  "spin_multiplicity": 1
}